Entry 1:
{
  "formula": "C18H15BFN3O3S",
  "method": "wB97M-V/def2-TZVPD",
  "fmax_ev_per_a": 5.158,
  "mol_weight_g_mol": 383.2,
  "e_above_lowest_kj_mol": 0.00,
  "charge": 0,
  "e_homo_ev": -8.7606,
  "homo_lumo_gap_ev": 8.461,
  "energy_ev": -43752.653,
  "symbols": ["N", "H", "H", "C", "C", "O", "C", "H", "B", "S", "C", "C", "H", "C", "H", "H", "H", "O", "C", "N", "H", "C", "C", "H", "H", "F", "C", "O", "C", "H", "C", "N", "C", "H", "C", "C", "H", "C", "C", "H", "C", "H"],
  "xyz": [[4.770964, -3.138340, -0.243228], [-1.725796, 0.990958, 1.828820], [-6.506375, 3.101586, 0.628425], [0.211292, -1.993806, 1.228527], [6.015932, -0.803089, -1.175454], [-0.603264, 2.287027, 0.899057], [-4.818314, 3.516893, -0.575686], [-0.821212, -1.322638, -1.916353], [-1.380421, 2.070033, -0.245476], [-3.235572, -0.714749, 2.335510], [6.077834, -3.008424, -0.449186], [0.336543, -1.718020, -0.168575], [6.362793, 0.111824, -1.623856], [-0.854869, -1.528327, -0.818798], [-5.406140, 1.518969, 2.102798], [1.019691, -2.523221, 1.664067], [6.695836, -3.911453, -0.198333], [1.649447, -0.284405, -1.327927], [-1.929256, -1.282367, 1.291131], [2.711726, -2.274219, -0.560888], [2.536180, -3.162526, -0.124705], [-2.818191, 0.988109, 2.121359], [-1.971673, -1.221282, -0.102132], [-2.888898, 3.568092, -1.701778], [-2.888502, -0.944126, -0.633569], [8.086510, -2.128693, -1.198979], [4.014025, -2.124333, -0.716249], [-0.871945, 1.406452, -1.384477], [-4.821411, 2.008638, 1.304033], [4.043581, -0.148660, -1.503555], [-5.463864, 2.841008, 0.426190], [-0.845014, -1.715738, 1.950502], [1.643110, -1.398116, -0.810861], [-2.846696, 1.504704, 3.053595], [-2.843412, 2.290667, -0.017974], [6.754996, -1.955943, -0.931009], [0.157452, 1.669759, 0.854881], [-3.528523, 1.738922, 1.060222], [4.657166, -0.932274, -1.125925], [0.035631, 0.981941, -1.386194], [-3.493192, 3.190465, -0.868452], [-5.218168, 4.448704, -0.939498]],
  "forces_ev_per_a": [[-0.7, 0.8, -1.0], [-1.4, -0.1, 0.9], [0.3, 0.0, -0.1], [0.7, 0.2, -1.9], [0.5, -0.4, -1.1], [1.0, -0.7, -1.1], [1.2, 0.8, -0.4], [-0.2, -0.4, 1.0], [2.8, -2.1, -0.1], [-0.7, -0.9, 0.1], [0.7, -3.5, 1.3], [-0.5, -1.5, 1.6], [0.6, 0.1, 0.2], [1.1, 1.6, -2.1], [0.6, 0.3, -0.3], [0.9, 0.1, 1.0], [-0.7, 0.8, -0.2], [1.4, -0.9, -0.4], [0.3, -0.2, -0.1], [-4.0, 0.6, -0.3], [-0.7, -0.2, 0.1], [2.7, 0.2, -1.0], [-1.8, -0.4, 0.5], [-0.6, 0.3, 0.3], [0.3, -0.1, 0.4], [-1.0, 0.7, 0.4], [5.0, 1.2, 0.6], [0.3, 0.5, 0.9], [-2.3, -0.5, -0.4], [-0.3, 0.6, 0.0], [-1.8, 1.1, 0.6], [-0.4, -0.5, -0.3], [-0.1, -0.1, 1.0], [-0.3, 0.3, 0.8], [-1.6, 0.9, -1.1], [0.7, 1.3, -0.6], [-0.1, 0.9, 0.1], [1.6, -0.2, 0.9], [-1.4, -0.6, -0.1], [-1.2, 0.9, 0.3], [0.0, -0.6, 0.3], [-0.6, -0.3, -0.7]],
  "lowdin_charge": [0.137, 0.080, 0.111, -0.080, 0.021, 0.128, -0.077, 0.151, -0.620, 0.966, -0.104, -0.127, 0.124, -0.031, 0.133, 0.104, 0.143, 0.081, -0.582, 0.164, 0.152, -0.448, -0.059, 0.123, 0.135, 0.051, -0.317, 0.125, -0.058, 0.096, -0.087, 0.079, -0.336, 0.090, -0.061, -0.258, 0.121, -0.261, 0.006, 0.088, -0.005, 0.103]
}

***

Entry 2:
{
  "formula": "C20H35InN2O21P",
  "method": "wB97M-V/def2-TZVPD",
  "fmax_ev_per_a": 1.233,
  "mol_weight_g_mol": 785.3,
  "charge": -1,
  "e_homo_ev": -4.2521,
  "homo_lumo_gap_ev": 5.932,
  "energy_ev": -81750.972,
  "symbols": ["H", "C", "N", "C", "C", "C", "H", "O", "H", "N", "H", "H", "O", "C", "O", "C", "O", "H", "C", "O", "H", "H", "H", "H", "O", "O", "O", "O", "O", "H", "H", "O", "C", "C", "O", "H", "H", "C", "C", "H", "H", "H", "H", "C", "H", "H", "H", "H", "P", "H", "H", "O", "C", "C", "O", "H", "H", "C", "O", "H", "H", "H", "O", "C", "O", "In", "C", "H", "O", "O", "H", "H", "H", "O", "H", "C", "O", "H", "C", "C"],
  "xyz": [[-6.696395, -5.283181, -1.323941], [-1.212509, -0.370043, 5.311447], [1.894383, 6.306030, -2.947364], [4.010853, 1.758642, 1.169057], [-0.927077, 1.566889, 4.174815], [-2.048040, -3.654302, -1.531644], [-0.471002, 5.658577, 2.340683], [4.221422, -1.628969, 0.768752], [-1.502946, 7.251215, 1.063538], [1.427690, 6.433426, 2.234824], [-1.438181, 0.770891, 7.166204], [-1.815068, -0.938458, 0.578057], [-6.100597, -6.024663, -4.399145], [-0.024128, 0.268638, 0.895143], [2.425288, -5.486017, -0.707992], [4.322725, -0.433193, 0.715043], [-1.616168, 0.689316, -0.695675], [4.242914, 5.130081, -0.281831], [-5.786619, -5.148455, -3.307899], [1.579353, 8.457789, -1.487625], [0.283692, -5.017211, -3.118048], [-0.236719, -0.708540, 5.664862], [-0.135641, 6.867781, 3.595512], [4.494699, 1.987126, 2.118257], [0.328060, 1.422018, 0.121312], [-1.209774, 1.916215, 5.456779], [-0.612683, 2.321849, 3.321219], [-1.056810, 0.213114, 4.017273], [3.756192, -4.796466, -2.345073], [5.060824, -3.692245, -1.147092], [2.446185, 5.482989, -2.729982], [-0.738314, -3.768941, -1.811877], [4.992620, 1.609209, 0.032278], [-1.758377, 0.785346, 6.127501], [2.160243, -6.333194, -2.766832], [5.882149, 2.219725, 0.145942], [0.007972, 8.197446, 1.036540], [-1.051266, -0.415004, 0.016558], [-7.130938, -6.818656, -4.025529], [2.488950, 8.531879, -1.799231], [1.911453, 7.325883, 2.257327], [-2.847939, 0.844603, 6.087365], [-2.072473, -6.495495, -2.873516], [3.440018, -4.690705, -0.069747], [4.536400, 1.811853, -0.936161], [-0.427836, 0.596058, 1.848189], [3.006805, -4.061423, 0.698814], [0.688891, 4.029793, 0.373202], [1.211099, 6.865120, -1.632236], [-1.996995, -5.082715, -3.946300], [-0.171746, -5.736499, -1.568549], [3.715654, 4.692698, 0.392283], [-0.715638, 7.692308, 1.677089], [-1.855376, -5.431893, -2.922185], [-7.733016, -7.536855, -4.754881], [-6.307253, -4.201266, -3.456555], [3.259840, 2.501166, 0.951775], [-0.706861, 1.704101, -0.705800], [-0.388949, 6.936321, -1.906659], [-1.890121, -1.218837, 5.261778], [4.175672, -5.360910, 0.377721], [-5.575219, -6.605283, -1.702423], [-2.742823, -4.698178, -2.056190], [-6.316201, -5.919878, -2.117528], [5.331786, 0.205218, 0.099352], [1.746791, 5.402142, 0.404988], [0.015366, 6.618707, 2.536297], [0.852209, -0.350958, 1.075143], [-0.820922, 2.689308, -1.358215], [-2.520434, -2.761776, -0.905876], [-0.595956, -1.101183, -0.694952], [-4.720385, -4.964393, -3.257138], [-0.530170, 6.343698, -2.657990], [3.447902, 0.425018, 1.246563], [-1.191913, 8.447508, 2.311150], [4.000750, -3.905062, -1.235819], [-7.378455, -6.684158, -2.699931], [3.461996, -2.974588, -1.406233], [-0.492198, -5.068909, -2.366298], [2.739285, -5.609191, -2.012670]],
  "forces_ev_per_a": [[-0.1, 0.0, 0.0], [0.0, -0.2, 0.1], [0.1, 0.1, 0.0], [0.0, 0.2, -0.1], [0.0, 0.1, 0.0], [0.1, 0.1, 0.1], [0.0, 0.0, 0.3], [0.0, -0.1, 0.0], [0.1, 0.0, -0.2], [0.2, -0.1, -0.2], [0.1, 0.1, 0.0], [-0.1, 0.1, -0.1], [0.0, 0.0, 0.1], [0.1, -0.2, 0.0], [0.0, 0.0, 0.1], [-0.1, 0.0, 0.0], [0.0, 0.0, 0.0], [0.0, 0.0, 0.0], [0.0, 0.1, 0.0], [-0.4, 0.1, 0.1], [0.0, 0.1, 0.0], [0.0, 0.0, 0.0], [0.0, -0.1, 0.0], [0.0, -0.1, 0.0], [-0.1, -0.2, -0.2], [0.0, 0.0, 0.0], [-0.1, -0.1, 0.1], [-0.1, 0.2, 0.2], [0.0, -0.1, 0.1], [0.0, -0.1, -0.1], [0.0, 0.0, -0.1], [0.1, 0.0, 0.0], [0.0, 0.2, 0.0], [-0.1, -0.1, 0.1], [0.2, 0.0, 0.0], [0.1, -0.1, 0.0], [-0.1, 0.0, -0.1], [0.2, 0.2, 0.2], [0.0, 0.0, 0.0], [0.0, 0.0, -0.1], [-0.1, 0.0, 0.1], [0.0, 0.0, 0.0], [-0.1, 0.0, 0.1], [0.1, 0.1, 0.1], [0.0, 0.0, 0.0], [0.0, 0.0, -0.2], [-0.1, 0.0, 0.0], [0.1, 0.1, 0.1], [0.8, -0.8, -0.4], [0.0, 0.0, 0.0], [0.0, 0.0, 0.0], [0.0, 0.1, -0.2], [0.0, -0.1, 0.4], [0.1, 0.0, 0.0], [0.0, 0.0, 0.0], [0.0, 0.0, 0.0], [-0.3, 0.0, 0.0], [0.0, 0.1, 0.0], [-0.1, 0.5, 0.2], [0.0, 0.0, -0.1], [0.0, 0.0, 0.0], [0.0, 0.0, 0.0], [0.1, -0.1, -0.1], [0.1, 0.1, 0.1], [0.0, 0.0, 0.0], [-0.4, -0.1, 0.7], [0.0, 0.2, -0.5], [0.1, 0.2, -0.1], [0.0, -0.2, -0.1], [-0.4, -0.3, -0.1], [0.0, 0.0, -0.1], [0.0, -0.1, -0.1], [0.0, 0.0, 0.0], [0.1, 0.0, 0.1], [0.0, 0.0, 0.0], [0.1, 0.1, 0.1], [0.0, 0.0, 0.0], [0.0, 0.0, 0.0], [-0.2, -0.1, -0.1], [0.0, 0.0, -0.1]],
  "lowdin_charge": [0.133, -0.122, -0.260, -0.092, -0.545, -0.559, 0.066, 0.116, 0.059, -0.228, 0.130, 0.117, 0.060, -0.107, 0.051, -0.584, 0.059, -0.061, -0.105, -0.266, 0.122, 0.132, 0.079, 0.138, 0.030, 0.065, 0.195, 0.033, 0.069, 0.133, -0.078, 0.071, -0.097, -0.125, 0.127, 0.132, 0.044, -0.127, -0.576, 0.037, -0.001, 0.131, 0.134, -0.102, 0.136, 0.089, 0.125, -0.051, 0.371, 0.135, 0.130, -0.432, -0.114, -0.100, 0.161, 0.138, 0.094, -0.577, -0.255, 0.129, 0.133, 0.131, 0.027, -0.111, 0.059, 0.605, -0.434, 0.125, 0.137, 0.163, 0.115, 0.105, 0.049, 0.061, 0.050, -0.108, 0.056, 0.128, -0.109, -0.593]
}

***

Entry 3:
{
  "formula": "C24H25O9S",
  "method": "wB97M-V/def2-TZVPD",
  "fmax_ev_per_a": 2.598,
  "mol_weight_g_mol": 489.5,
  "e_above_lowest_kj_mol": 0.00,
  "charge": -1,
  "e_homo_ev": -4.2732,
  "homo_lumo_gap_ev": 7.047,
  "energy_ev": -54556.824,
  "symbols": ["H", "O", "C", "H", "H", "H", "H", "C", "H", "H", "C", "O", "C", "C", "C", "H", "H", "C", "S", "H", "C", "C", "C", "C", "H", "H", "O", "C", "H", "C", "H", "C", "H", "C", "H", "C", "C", "O", "H", "C", "O", "H", "H", "C", "O", "O", "H", "C", "O", "O", "C", "C", "H", "H", "H", "H", "H", "C", "C"],
  "xyz": [[1.588828, 2.905135, 1.400780], [2.314774, 0.405487, -1.827083], [-3.838712, -1.495437, -0.397365], [-1.308024, 5.244349, 0.747506], [-0.540033, 3.325502, -3.782536], [3.700267, -2.791813, -3.028517], [4.653282, -4.371391, -0.573022], [1.075649, -1.205926, -0.609543], [-2.024239, 0.897636, 5.034639], [-0.001177, -0.276808, 4.384888], [-1.409835, -2.442266, -1.370900], [-2.807152, 2.054310, 1.078524], [-0.073302, 0.645625, 0.485315], [-0.707862, 3.757774, -2.797261], [4.686020, -3.280805, -0.515730], [-0.968591, 1.833961, -1.838137], [-0.080029, 0.157113, -1.537735], [-0.929553, 5.688095, -1.350630], [-1.387951, 2.374028, 0.984333], [2.763592, 2.221481, 0.202124], [-0.690525, 5.146484, -2.618553], [2.267853, -0.614088, -1.161571], [-2.137125, -0.151034, 4.721839], [1.199535, -2.430447, 0.175538], [-2.495657, -4.145004, -2.087009], [2.926249, -4.251198, -2.357279], [-1.058726, 0.058899, 2.618818], [-1.133991, 3.468047, -0.451821], [4.915743, -2.983620, 0.511112], [2.943690, -3.156677, -2.323527], [-0.944688, 6.769625, -1.205331], [3.329453, -2.704170, -0.924203], [-3.074181, -0.262198, 4.158900], [-1.441808, -1.238498, -0.654745], [5.462492, -2.905997, -1.186484], [-1.148145, 4.844593, -0.252585], [1.971689, 1.993010, 0.928392], [3.455755, -1.269259, -0.869028], [-4.706290, -3.293797, -1.238880], [-0.938648, 2.913885, -1.704966], [0.924250, 1.452807, 0.093914], [1.964000, -2.766705, -2.623957], [-2.714724, 0.194611, 0.323424], [-0.940999, -0.590150, 3.917292], [0.330389, -2.871364, 0.903426], [-0.767571, 3.061222, 2.108445], [2.296828, 1.242886, 1.657372], [-0.180714, -0.391961, -0.592497], [2.385937, -3.127849, 0.076581], [1.111801, -0.460383, 2.250172], [0.054295, 0.017903, 1.872876], [-2.569563, -3.193723, -1.559281], [-4.785110, -1.094669, -0.032791], [-2.173304, -0.766826, 5.626109], [-0.501276, 5.805966, -3.469522], [-0.459306, -2.795889, -1.780089], [-0.926593, -1.669531, 3.720937], [-3.794703, -2.718704, -1.073312], [-2.662273, -0.762230, -0.187387]],
  "forces_ev_per_a": [[0.3, -0.2, 0.1], [0.6, -0.1, -0.2], [0.3, -0.2, -0.1], [0.1, -0.1, -0.2], [0.0, 0.1, 0.2], [-0.2, -0.1, 0.1], [0.0, 0.1, 0.0], [1.7, -1.0, 0.7], [-0.1, -0.3, -0.2], [-0.2, -0.2, -0.1], [-0.3, -0.2, 0.0], [0.2, 0.7, 0.0], [0.2, 1.8, 1.9], [-0.1, 0.1, 0.3], [-0.3, 0.2, 0.1], [0.1, 0.3, 0.0], [-0.3, 0.1, 0.1], [-0.1, -0.2, 0.1], [-0.3, -1.5, -0.7], [-0.2, -0.1, 0.4], [-0.1, -0.2, 0.2], [-1.4, -0.1, 0.1], [0.0, 0.2, 0.3], [-0.5, 1.6, -0.5], [-0.2, 0.2, 0.1], [0.0, 0.2, 0.0], [0.6, -0.2, -0.3], [0.0, -0.1, 0.4], [-0.1, 0.0, -0.2], [-0.1, -0.1, -0.2], [0.0, -0.3, -0.1], [0.1, 0.8, 0.9], [0.3, 0.0, 0.2], [-0.2, 0.2, -0.6], [-0.1, 0.0, 0.0], [0.2, 0.1, -0.4], [-0.4, -0.1, -0.3], [0.2, -1.0, -0.5], [0.2, 0.1, 0.1], [-0.1, 0.2, -0.4], [1.0, 0.5, 0.1], [0.2, -0.1, 0.1], [-0.1, -0.3, -0.1], [-0.1, 0.1, -0.6], [0.2, -0.4, 0.1], [0.0, -0.1, -0.2], [0.0, 0.4, -0.2], [-0.9, -1.0, -1.5], [0.4, -0.2, -0.5], [-1.4, 0.8, -0.2], [1.2, -0.5, 1.0], [0.2, 0.4, 0.1], [0.2, -0.1, -0.1], [-0.2, 0.1, -0.1], [-0.1, -0.2, 0.3], [-0.4, 0.1, 0.2], [0.1, 0.2, 0.2], [0.1, 0.2, 0.1], [-0.2, -0.3, -0.1]],
  "lowdin_charge": [0.081, 0.062, -0.081, 0.112, 0.106, 0.096, 0.085, -0.079, 0.083, 0.126, -0.031, -0.373, -0.235, -0.061, 0.003, 0.108, 0.145, -0.087, 0.798, 0.102, -0.093, -0.466, -0.070, -0.457, 0.094, 0.090, -0.017, -0.268, 0.091, 0.008, 0.098, -0.542, 0.086, -0.143, 0.087, -0.063, -0.003, 0.046, 0.087, -0.044, -0.169, 0.086, 0.066, -0.190, 0.075, -0.346, 0.093, -0.163, 0.062, 0.122, -0.415, -0.087, 0.097, 0.073, 0.098, 0.112, 0.136, -0.114, -0.020]
}